[1]
42
Properties=species:S:1:pos:R:3 method="wB97M-V/def2-TZVPD" e_tot_ha=-2834.294006 lumo_energy_ev="-2.62 / -2.72" multiplicity=2 orbital_gap_ev="5.4828 / 5.3886" max_force_ha_per_bohr=0.081
Ir -0.7776 0.4109 -0.2644
Cl 1.2109 1.7351 0.9168
C 1.1461 3.3341 0.2664
C 2.0412 4.2659 0.7627
C 2.0139 5.5647 0.2865
C 1.0935 5.9314 -0.6803
C 0.2046 4.9961 -1.1770
Cl -0.9445 5.4665 -2.3625
C 0.2084 3.6637 -0.7208
S -0.9436 2.5554 -1.4102
H 2.7482 3.9692 1.5221
H 2.7071 6.2926 0.6755
H 1.0595 6.9426 -1.0503
O -2.8898 -1.5235 -3.0139
C -1.9055 -1.5996 -2.3051
O -1.8232 -1.2479 -1.0819
C -0.6481 -2.2232 -2.9087
C -0.8537 -3.0753 -3.9854
C 0.2023 -3.7183 -4.6062
C 1.4990 -3.4977 -4.1595
C 1.7240 -2.6421 -3.1053
C 0.6599 -1.9959 -2.4550
S 1.1458 -0.9694 -1.1437
H -1.8690 -3.2235 -4.3221
H 0.0151 -4.3884 -5.4303
H 2.3299 -3.9930 -4.6370
H 2.7283 -2.4576 -2.7576
C -1.9043 0.6311 1.7490
C -1.2623 -0.3727 2.5131
C -1.5915 -1.7460 2.3415
C -1.0291 -2.7121 3.1286
C -0.1230 -2.3576 4.1430
C 0.2375 -1.0103 4.3152
C -0.3026 -0.0460 3.5109
C 0.4090 -3.3375 4.9969
N 0.8303 -4.1309 5.7142
H -1.8056 1.6535 2.0994
H -2.8768 0.3797 1.3346
H -2.3001 -2.0080 1.5706
H -1.2786 -3.7536 2.9907
H 0.9453 -0.7529 5.0902
H -0.0307 0.9904 3.6494



[2]
45
Properties=species:S:1:pos:R:3 method="wB97M-V/def2-TZVPD" e_tot_ha=-2649.657183 lumo_energy_ev="-0.71 / -1.19" multiplicity=4 orbital_gap_ev="6.6173 / 6.1893" max_force_ha_per_bohr=0.013
Mn 1.2901 -0.9828 0.7177
O 1.3696 -2.1440 2.2145
C -0.0497 -0.4524 3.0564
C -0.5797 -0.9794 4.4087
C -1.0083 0.0070 5.4179
C -1.0635 1.2992 5.0821
C -0.7169 1.8020 3.7635
C -0.2086 1.0286 2.7815
C 0.0465 1.5624 1.4586
N 0.5803 0.8625 0.4956
N 0.6575 1.3169 -0.7317
C 1.1471 0.3321 -1.6326
O 1.8231 -1.8184 -0.8287
C 1.7301 0.9777 -2.8653
C 1.2939 2.2334 -3.2683
C 1.8113 2.8108 -4.4182
C 2.7666 2.1400 -5.1675
C 3.1996 0.8848 -4.7656
C 2.6794 0.3018 -3.6208
H 0.0480 -1.7830 4.7897
H -1.2342 -0.3290 6.4203
H -1.3671 2.0303 5.8213
H -0.8764 2.8558 3.5731
H -0.2912 2.5671 1.2258
H 0.5602 2.7559 -2.6717
H 1.4692 3.7904 -4.7261
H 3.1731 2.5935 -6.0623
H 3.9440 0.3549 -5.3454
H 3.0161 -0.6788 -3.3126
O -4.3191 -2.6176 -0.8791
C -3.1006 -2.1588 -0.5278
C -2.1814 -1.6893 -1.4728
C -0.9388 -1.2793 -1.0337
N -0.5966 -1.3394 0.2503
C -1.5355 -1.6306 1.1900
C -2.7962 -2.1111 0.8208
C -1.1306 -1.3168 2.4934
O -1.7146 -1.6282 3.6681
O 1.3155 -0.8092 2.7377
C 0.0508 -0.7298 -2.0574
O -0.1622 -0.9490 -3.2185
O 2.2539 -0.4632 -0.9783
H -4.4188 -2.5905 -1.8367
H -2.4045 -1.6459 -2.5301
H -3.5317 -2.3804 1.5642



[3]
42
Properties=species:S:1:pos:R:3 method="wB97M-V/def2-TZVPD" e_tot_ha=-1348.428769 de_lowest_kj_mol=0.0 lumo_energy_ev=-1.07 orbital_gap_ev=7.5091 max_force_ha_per_bohr=0.099
O -0.3484 1.5511 -4.7918
C -0.6482 2.2005 -3.8427
N 0.2188 2.1195 -2.7340
N 1.2681 1.1996 -2.6514
C 1.5795 0.6993 -1.4380
C 1.1202 1.2322 -0.1528
O 0.2925 2.1143 -0.0475
N 1.1864 0.2758 0.8345
C 0.6827 0.4799 2.1389
O 1.6784 0.5104 3.1721
C 1.4377 -0.3604 4.1559
O 2.2049 -0.8106 4.9995
C 0.1530 -1.0012 3.8975
C -0.3485 -2.1382 4.5384
C -1.4376 -2.8139 3.9300
C -2.0452 -2.3322 2.7547
C -1.3287 -1.3077 2.0530
C -0.2831 -0.5355 2.6575
C 1.8101 -0.8123 0.2221
C 2.2604 -2.0599 0.7865
C 3.0569 -2.9632 -0.0191
C 3.3872 -2.6495 -1.3343
C 2.8043 -1.4921 -1.9396
C 2.1567 -0.6007 -1.1369
C -1.9292 2.7848 -3.5575
C -2.9157 3.1139 -4.4537
C -3.9927 3.6421 -3.5880
C -3.5140 3.4713 -2.2755
O -2.3300 2.8927 -2.2474
H -0.2682 2.3869 -1.8875
H 0.1214 1.4738 2.0727
H -0.0116 -2.6032 5.4530
H -1.9441 -3.5707 4.4945
H -2.9140 -2.8683 2.3699
H -1.7012 -0.9595 1.0886
H 2.0249 -2.3968 1.8165
H 3.4016 -3.9624 0.3597
H 3.9691 -3.3509 -1.9045
H 2.9253 -1.3979 -2.9943
H -2.8833 2.9527 -5.5429
H -4.9796 4.0451 -3.8856
H -3.9169 3.8412 -1.3704



[4]
47
Properties=species:S:1:pos:R:3 method="wB97M-V/def2-TZVPD" e_tot_ha=-4209.044944 de_lowest_kj_mol=0.0 lumo_energy_ev="-3.69 / -6.52" total_charge=+1 multiplicity=3 orbital_gap_ev="7.2035 / 5.5667" max_force_ha_per_bohr=0.025
Au -0.2947 2.7044 0.0283
O 5.6605 3.2627 0.7108
C 4.3312 3.0847 0.5866
C 3.6471 2.0870 1.2896
C 2.2835 2.0019 1.1121
N 1.7082 2.8618 0.2881
C 2.3118 3.8011 -0.4248
C 3.6732 3.9497 -0.2941
C 1.3841 4.5973 -1.3317
O 1.8382 5.4356 -2.0657
O 0.0878 4.3106 -1.2388
C 1.3294 0.9821 1.7193
O 1.7793 0.0266 2.3102
O 0.0443 1.2054 1.5233
H 6.0165 2.6369 1.3489
H 4.1435 1.3915 1.9547
H 4.1999 4.7080 -0.8556
C -3.5300 3.2669 -0.5335
O -2.6095 2.1369 -0.5479
C -3.0993 0.9084 -0.3908
C -4.4000 0.5906 -0.1276
C -4.7422 -0.7589 0.1086
Br -6.4978 -1.1526 0.4809
C -3.7951 -1.7989 0.1068
C -2.4903 -1.5277 -0.1893
C -2.1091 -0.1604 -0.5141
O -0.9373 0.1183 -0.8834
C -1.3925 -2.4775 -0.1999
N -0.1838 -2.0786 -0.5440
C 0.6565 -3.1650 -0.4165
C 2.0346 -3.2784 -0.6370
C 2.5977 -4.5073 -0.4121
C 1.8219 -5.6074 0.0248
C 0.4735 -5.5085 0.2508
C -0.0955 -4.2503 0.0170
N -1.3947 -3.7857 0.1418
H -4.0271 3.3047 0.4333
H -4.2344 3.1620 -1.3555
H -2.8955 4.1333 -0.6874
H -5.1679 1.3449 -0.0574
H -4.1212 -2.8047 0.3347
H -0.3009 -0.8435 -0.7729
H 2.6174 -2.4262 -0.9574
H 3.6588 -4.6484 -0.5641
H 2.3148 -6.5564 0.1876
H -0.1087 -6.3531 0.5917
H -2.1862 -4.3238 0.4513



[5]
55
Properties=species:S:1:pos:R:3 method="wB97M-V/def2-TZVPD" e_tot_ha=-3766.325155 de_lowest_kj_mol=339.0 lumo_energy_ev="1.46 / -0.03" total_charge=-1 multiplicity=2 orbital_gap_ev="6.8091 / 5.3119" max_force_ha_per_bohr=0.067
Ir 0.0345 -0.2547 0.3344
C -1.7634 3.1720 3.1271
C -0.7170 2.2499 2.5630
O -0.9721 1.5592 1.5789
N 0.4944 2.2704 3.1470
C 1.5616 1.3620 2.7540
C 2.1344 1.6905 1.3941
C 3.2439 2.5054 1.2881
C 3.6893 2.9199 0.0391
C 2.9811 2.5412 -1.0800
C 1.8848 1.7099 -0.9184
N 1.4937 1.2726 0.2808
H -2.7358 2.6968 3.0141
H -1.7647 4.0956 2.5468
H -1.5860 3.4100 4.1750
H 0.6400 2.8876 3.9250
H 1.1854 0.3521 2.7948
H 2.3485 1.4382 3.5018
H 3.7561 2.8108 2.1906
H 4.5731 3.5387 -0.0478
H 3.2740 2.8392 -2.0758
H 1.2993 1.3648 -1.7580
O -3.0746 -0.2445 -1.1636
C -2.0050 -0.0764 -1.7059
O -0.9845 0.5560 -1.1621
C -1.7847 -0.6434 -3.0910
C -2.5967 -1.7291 -3.4026
C -2.5116 -2.3783 -4.6229
C -1.6071 -1.9312 -5.5822
C -0.7998 -0.8531 -5.3000
C -0.8559 -0.1805 -4.0556
S 0.1811 1.1737 -3.8780
H -3.2974 -2.0619 -2.6501
H -3.1470 -3.2314 -4.8230
H -1.5374 -2.4220 -6.5448
H -0.0938 -0.4870 -6.0330
N -1.5398 -1.1188 1.1914
C -2.6307 -1.3644 1.5024
C -3.9046 -1.5358 1.9850
C -4.3907 -2.8110 2.3662
N -4.8028 -3.8399 2.6859
C -4.7170 -0.3786 2.1138
N -5.3829 0.5551 2.2441
Cl 4.6123 -2.7642 -1.9225
C 3.3727 -2.2252 -0.7784
Cl 4.1656 -1.3506 0.5648
Cl 2.5038 -3.6141 -0.1477
C 2.4273 -1.1626 -1.4451
O 2.9072 -0.4353 -2.2829
O 1.2244 -1.1882 -1.0053
F 2.2805 -2.6281 3.2503
B 1.0212 -2.2133 2.8992
F 0.2212 -3.1983 2.4014
F 0.4184 -1.4374 3.8772
F 1.2732 -1.2125 1.7403



[6]
57
Properties=species:S:1:pos:R:3 method="wB97M-V/def2-TZVPD" e_tot_ha=-9373.622373 de_lowest_kj_mol=60.9 lumo_energy_ev=1.60 total_charge=-1 orbital_gap_ev=7.4325 max_force_ha_per_bohr=0.051
Ti -1.1200 0.0724 1.2871
C -1.7829 1.0110 4.6050
C -0.4428 0.4118 4.3401
C 0.4018 0.0154 5.3731
C 1.6700 -0.4597 5.1277
C 2.1352 -0.4858 3.8081
C 3.4299 -0.8494 3.3788
Br 4.7390 -1.3455 4.6529
C 3.7907 -0.8020 2.0565
C 2.8687 -0.3996 1.0904
Br 3.4038 -0.2444 -0.7080
C 1.5659 -0.0414 1.4282
O 0.6347 0.3396 0.5972
C 1.2209 -0.0873 2.8088
N -0.0502 0.3184 3.0592
H -1.9631 1.1079 5.6742
H -2.5504 0.3816 4.1497
H -1.8401 1.9917 4.1326
H 0.0474 0.0821 6.3921
H 2.2956 -0.7914 5.9440
H 4.7950 -1.0663 1.7587
F -3.3626 2.8729 -1.6155
C -2.5240 2.8685 -0.5771
F -1.4443 2.1513 -0.9612
F -2.1031 4.1205 -0.4074
S -3.2497 2.2183 1.1342
O -1.8347 1.6728 1.5649
O -3.4673 3.5028 1.7900
N -2.4190 -0.9053 2.3382
S -1.5834 -2.1612 2.5368
O -0.3882 -2.0804 1.6676
O -1.3591 -2.6530 3.8706
C -2.5750 -3.5120 1.6998
F -2.8764 -3.0891 0.4643
F -3.7323 -3.7735 2.3199
F -1.8997 -4.6605 1.5971
C 0.7655 -2.6448 -1.9735
C -0.4276 -3.5340 -2.1245
C -0.3634 -4.8808 -1.7978
C -1.4723 -5.6976 -1.9453
Cl -1.3539 -7.3835 -1.5419
C -2.6681 -5.1913 -2.4133
C -2.7468 -3.8438 -2.7259
C -1.6465 -3.0147 -2.5671
O -1.6946 -1.6903 -2.9368
C -2.7560 -0.9051 -2.4319
C -2.6390 -0.4417 -0.9700
O -3.5587 0.2018 -0.4973
O -1.5589 -0.7344 -0.3413
H 1.6351 -3.2219 -1.6659
H 0.5507 -1.8854 -1.2241
H 0.9910 -2.1248 -2.9057
H 0.5595 -5.2929 -1.4113
H -3.5263 -5.8389 -2.5272
H -3.6790 -3.4398 -3.0999
H -3.7219 -1.4010 -2.5533
H -2.7588 0.0039 -3.0330



[7]
53
Properties=species:S:1:pos:R:3 method="wB97M-V/def2-TZVPD" e_tot_ha=-3060.244873 lumo_energy_ev=2.76 total_charge=-2 orbital_gap_ev=2.7588 max_force_ha_per_bohr=0.048
C -4.0918 1.0231 -0.3247
C -2.7760 1.0861 -1.1551
P -1.8681 -0.5223 -0.8819
C -1.4543 -1.2196 -2.5723
C -0.2089 -0.2261 -0.1079
C 0.6614 0.7201 -0.4338
Cl 0.3233 1.8515 -1.6912
C 1.9585 0.7928 0.3683
O 2.9806 1.1339 -0.0931
C 1.7947 0.3950 1.8369
F 2.5396 1.0199 2.7307
C 0.9543 -0.5479 2.1659
C 0.7790 -0.9338 3.6317
C -0.0291 -2.2459 3.8409
C 0.8480 -3.4926 3.7160
F 1.8933 -3.2623 2.9001
F 1.3891 -3.6992 4.9618
C 0.0689 -4.7978 3.3712
F -0.9786 -4.5552 2.5931
F -0.4694 -5.2266 4.5429
C 0.9294 -5.9817 2.8545
F 1.9566 -6.1648 3.6919
F 0.1667 -7.0740 2.8715
C 1.5406 -5.8210 1.4192
F 2.7945 -5.4269 1.4401
F 1.5522 -7.0458 0.8613
F 0.8462 -5.0479 0.6226
C 0.2005 -1.1726 1.0069
O -0.0487 -2.3329 0.9193
H -3.8413 1.0500 0.7443
H -4.6402 0.1063 -0.5802
H -4.7194 1.8924 -0.5666
H -2.9982 1.1395 -2.2298
H -2.2101 1.9715 -0.8480
H -1.2521 -0.4315 -3.3081
H -0.5582 -1.8452 -2.4537
H -2.2814 -1.8727 -2.8728
H 0.2646 -0.1082 4.1413
H 1.7705 -1.0253 4.0946
H -0.4724 -2.2042 4.8443
H -0.8676 -2.2264 3.1390
C -0.1383 7.0230 -3.4814
C -0.6471 5.7433 -3.3470
C 0.2197 4.6422 -3.9980
O -0.0672 3.4311 -3.8983
C 1.3791 5.0340 -4.7402
C 1.8871 6.3196 -4.8906
C 1.0792 7.4148 -4.1510
O 1.4370 8.6002 -4.1201
O 2.9003 6.6624 -5.5392
O -1.7071 5.3969 -2.7619
H -0.6816 7.8562 -3.0425
H 1.8924 4.2046 -5.2207



[8]
49
Properties=species:S:1:pos:R:3 method="wB97M-V/def2-TZVPD" e_tot_ha=-2010.793213 de_lowest_kj_mol=0.0 lumo_energy_ev=2.04 total_charge=-1 orbital_gap_ev=7.4921 max_force_ha_per_bohr=0.008
Na 0.2258 0.3685 0.1117
C -1.6122 -0.9498 3.4452
C -0.3391 -0.8307 2.6515
O 0.2403 0.2338 2.5258
N 0.1586 -1.9585 2.0492
C -0.6979 -3.0604 1.7021
C -1.6431 -2.7760 0.5457
C -2.6158 -3.7140 0.2036
C -3.4812 -3.4200 -0.8327
C -3.3444 -2.2075 -1.4956
C -2.3371 -1.3482 -1.0949
N -1.5016 -1.6259 -0.0950
H -1.7710 -0.0033 3.9527
H -1.5723 -1.7664 4.1669
H -2.4522 -1.1167 2.7701
H 0.9406 -1.7592 1.4302
H -1.2933 -3.3389 2.5747
H -0.0879 -3.9363 1.4666
H -2.6890 -4.6463 0.7494
H -4.2554 -4.1209 -1.1202
H -4.0048 -1.9272 -2.3037
H -2.1750 -0.3942 -1.5802
O 0.2493 -0.0035 -2.1911
C 1.2687 0.0017 -2.8540
C 2.6342 -0.1714 -2.3873
C 3.6268 -0.0105 -3.3523
C 4.9563 -0.1474 -3.0214
C 5.3424 -0.4491 -1.7051
C 4.3914 -0.6202 -0.7468
C 2.9801 -0.4977 -1.0194
O 2.1299 -0.6770 -0.1130
N 5.9692 0.0261 -4.0382
O 5.6170 0.3059 -5.1750
O 7.1428 -0.0873 -3.7088
H 1.1946 0.1527 -3.9510
H 3.3557 0.2246 -4.3727
H 6.3927 -0.5463 -1.4739
H 4.6623 -0.8589 0.2731
F -0.1110 3.3999 -1.1508
C -1.3402 3.1969 -0.5771
C -1.6135 2.0190 0.0654
C -2.8737 1.9354 0.5877
F -3.2793 0.7985 1.2538
C -3.8317 2.9361 0.5041
F -5.0693 2.8126 1.0351
C -3.4987 4.1073 -0.1540
F -4.4007 5.1064 -0.2579
C -2.2359 4.2485 -0.7066
F -1.9287 5.3981 -1.3457



[9]
50
Properties=species:S:1:pos:R:3 method="wB97M-V/def2-TZVPD" e_tot_ha=-1800.097642 de_lowest_kj_mol=98.7 lumo_energy_ev="-4.73 / -6.12" total_charge=+1 multiplicity=3 orbital_gap_ev="7.0904 / 6.4300" max_force_ha_per_bohr=0.010
W 0.5196 -0.3493 -0.9308
C -2.0784 -1.0897 -2.6056
O -1.3021 -1.4326 -1.4223
C -2.0145 -1.7853 -0.2604
C -2.9408 -2.8033 -0.2403
C -3.4726 -3.1694 0.9910
C -3.0580 -2.5429 2.1577
C -2.1162 -1.5243 2.1150
C -1.6042 -1.1267 0.8920
N -0.6052 -0.0931 0.8018
N -0.9790 0.8224 -0.1917
C -0.1912 1.9639 -0.2665
C 0.2833 2.1657 -1.6218
O 0.2054 1.1204 -2.3898
C 0.9332 3.3661 -1.9810
C 1.2131 4.2560 -0.9964
C 0.8537 4.0447 0.3807
C 1.1743 4.9937 1.3534
C 0.7997 4.8051 2.6688
C 0.0825 3.6658 3.0426
C -0.2501 2.7128 2.1063
C 0.1425 2.8810 0.7673
H -2.7457 -1.9145 -2.8344
H -1.3627 -0.9623 -3.4118
H -2.6254 -0.1694 -2.4099
H -3.2141 -3.3282 -1.1460
H -4.1953 -3.9719 1.0374
H -3.4657 -2.8570 3.1083
H -1.7804 -1.0294 3.0167
H 1.2554 3.5036 -3.0033
H 1.7568 5.1618 -1.2362
H 1.7154 5.8855 1.0637
H 1.0562 5.5470 3.4126
H -0.2147 3.5330 4.0737
H -0.8020 1.8305 2.3940
N 1.5813 -2.0077 0.1926
C 1.1768 -2.7426 -0.9652
O 1.2304 -1.9266 -2.0023
C 0.5243 -3.9271 -0.9081
C -0.2333 -4.3606 -2.0363
N -0.8989 -4.6322 -2.9325
C 0.4467 -4.6005 0.3472
N 0.4336 -5.0591 1.4015
H 2.5760 -1.7720 0.1980
H 1.2730 -2.3898 1.0834
F 4.7405 1.3350 0.1890
B 4.6465 0.2388 -0.5276
F 2.2499 0.4150 -0.7466
F 4.4172 -0.9239 0.0918
F 4.8633 0.2439 -1.8199



[10]
41
Properties=species:S:1:pos:R:3 method="wB97M-V/def2-TZVPD" e_tot_ha=-1088.034553 lumo_energy_ev=-3.86 total_charge=+1 orbital_gap_ev=7.0960 max_force_ha_per_bohr=0.006
Be 0.4745 -0.6678 0.1425
C 3.4225 -1.7783 -2.5274
C 3.7712 -0.5220 -2.9894
C 3.1645 0.5980 -2.4372
C 2.2376 0.4188 -1.4356
N 1.8999 -0.8127 -0.9762
C 2.4738 -1.8817 -1.5254
C 1.5477 1.5122 -0.6885
C 1.6095 2.8889 -0.7946
C 0.8959 3.6304 0.1457
C 0.1861 3.0218 1.1791
C 0.1711 1.6389 1.2096
N 0.7975 0.9725 0.2560
C -0.3808 0.6733 2.1995
C -1.1912 1.0010 3.2632
C -1.6105 -0.0107 4.1165
C -1.1959 -1.3076 3.8789
C -0.3917 -1.5620 2.7801
N 0.0090 -0.6027 1.9486
H 3.8694 -2.6719 -2.9384
H 4.5094 -0.4111 -3.7725
H 3.4122 1.5945 -2.7769
H 2.1519 -2.8472 -1.1550
H 2.1935 3.3828 -1.5586
H 0.9200 4.7105 0.0905
H -0.3117 3.6171 1.9316
H -1.4968 2.0276 3.4177
H -2.2542 0.2160 4.9563
H -1.4937 -2.1198 4.5270
H -0.0605 -2.5676 2.5539
F -4.9935 -1.2413 -1.9742
C -3.7193 -1.1685 -1.5466
C -2.9233 -0.1347 -1.9887
C -1.6156 -0.0631 -1.5177
C -1.0752 -0.9934 -0.6198
C -1.9395 -2.0246 -0.2224
C -3.2496 -2.1297 -0.6746
H -3.3229 0.5902 -2.6869
H -0.9996 0.7562 -1.8886
H -1.5899 -2.7958 0.4629
H -3.9018 -2.9366 -0.3639